Record 1
Molecular formula: C7H6CuN2O6
Method: DFT, wB97M-V/def2-TZVPD

For the HOMO-LUMO gap (spin up / spin down), the calculation gives 8.219 / 5.852 eV. The calculation puts the HOMO energy (spin up / spin down) at -16.9 / -16.9 eV. For the total energy, the calculation gives -67242.4008 eV. Its expectation value of S² is 0.754. Its spin multiplicity is 2. The net charge is +2.

Structure (XYZ):
```
22
Properties=species:S:1:pos:R:3:forces:R:3
O -3.6096 -0.8591 -1.7929 1.221 1.034 0.896
C -2.8708 -0.2227 -1.2233 -1.210 -1.076 -0.910
Cu -1.1956 1.1810 0.1401 1.905 -1.737 -1.249
O -2.9577 3.6045 0.5211 2.394 -4.356 -1.245
C -2.3907 2.6298 0.2753 -3.721 5.843 1.499
C 0.4310 2.4498 1.2274 3.416 2.181 2.280
O 1.2833 2.9826 1.7829 -3.045 -1.944 -2.032
C -0.4656 2.0771 -1.7139 2.402 1.554 -3.068
O 0.1405 2.5577 -2.5581 -2.215 -1.700 2.890
C -1.7721 0.4008 1.8914 -0.421 -1.964 5.365
O -1.8889 0.0275 2.9755 0.343 1.563 -4.599
C 2.7950 -1.0138 -0.7511 2.665 1.238 -1.258
N 1.8143 -1.8424 -0.1921 -1.588 0.169 0.513
C 0.6165 -1.3558 0.0920 0.242 -1.818 0.100
N -0.2968 -2.2310 0.6161 -0.701 0.723 0.172
O 0.4211 -0.1248 -0.1819 -2.222 0.816 0.782
H 2.4433 0.0252 -0.8619 0.203 -0.735 0.092
H 3.1306 -1.3728 -1.7386 -0.349 0.102 0.259
H 3.7099 -1.0023 -0.1394 -0.358 0.043 0.003
H 1.9965 -2.8103 -0.0528 0.182 -0.607 0.122
H -1.2164 -1.8612 0.8885 0.905 -0.715 -0.342
H -0.1182 -3.2400 0.7958 -0.049 1.387 -0.271
```
Positions in Å, forces in eV/Å.

***

Record 2
Molecular formula: C15H50O10
Method: DFT, wB97M-V/def2-TZVPD

For the HOMO-LUMO gap, the calculation gives 9.935 eV. As for the energy above the lowest of the compared OMol25 structures with the same formula, charge and spin: 1715.5 kJ/mol. The calculation puts the HOMO energy at -9.5 eV. For the total energy, the calculation gives -36824.2356 eV. The net charge is 0.

Structure (XYZ):
```
75
Properties=species:S:1:pos:R:3:forces:R:3
O 21.9370 -10.4672 -20.4763 4.377 -3.211 3.669
H 22.4566 -11.0898 -20.9849 0.819 -0.261 0.100
H 21.6688 -9.8032 -21.1115 1.153 0.988 -0.369
O 19.6401 -10.9925 -20.2998 2.848 4.247 3.767
H 20.5871 -11.1322 -20.2985 2.088 1.626 -0.365
H 19.5322 -10.0826 -20.5766 0.475 0.954 1.076
O 20.0929 -12.2496 -18.4914 -0.533 -0.956 3.801
H 19.2174 -12.5056 -18.2011 0.067 0.177 0.459
H 19.9423 -11.7407 -19.2880 -0.942 -0.659 2.029
O 21.3099 -8.7555 -18.7048 -0.608 0.923 0.576
H 21.2084 -9.3689 -19.4326 0.388 0.035 0.470
H 22.2043 -8.8972 -18.3944 0.123 -0.150 -0.030
O 20.9564 -9.2554 -21.7609 1.475 7.249 -3.290
H 20.1858 -9.6309 -22.1869 -0.275 -0.623 -0.111
H 20.9740 -8.3450 -22.0561 0.428 0.355 0.226
C 16.4613 -12.0077 -18.4217 0.619 0.190 -1.537
C 17.1230 -10.7350 -19.1030 -0.722 -2.726 1.245
C 16.2407 -10.3846 -20.2745 -1.176 2.245 -0.635
O 17.3201 -9.7739 -18.0867 -0.848 1.460 -0.519
H 15.4564 -11.8601 -18.0262 0.339 0.547 0.536
H 17.1812 -12.4687 -17.7455 -0.410 0.070 0.569
H 16.2868 -12.7467 -19.2037 0.156 -0.055 0.150
H 18.1039 -10.9920 -19.5028 -1.337 -0.155 0.797
H 16.5908 -9.5097 -20.8224 0.587 0.283 -0.075
H 15.2363 -10.0253 -20.0508 -0.185 -0.164 0.852
H 16.0588 -11.1100 -21.0674 0.530 -0.306 0.762
H 17.9164 -10.0998 -17.4087 0.164 -0.263 -0.240
C 18.5292 -13.8413 -20.2080 -0.029 -0.843 0.049
C 18.0257 -13.2254 -21.4954 -2.077 0.883 0.110
C 16.5096 -13.3896 -21.7951 0.185 -0.618 1.108
O 18.2129 -11.8083 -21.3999 -5.822 -6.255 -3.092
H 19.6156 -13.9246 -20.1766 -0.192 0.161 -0.291
H 18.1727 -14.8618 -20.0675 -0.266 -0.067 -0.046
H 18.2436 -13.2376 -19.3466 -0.241 -0.532 -0.623
H 18.5568 -13.6516 -22.3465 -0.100 -0.079 0.009
H 16.1508 -12.7267 -22.5825 0.223 -0.368 -0.076
H 15.9350 -13.1416 -20.9026 0.030 0.094 -0.115
H 16.2294 -14.4268 -21.9788 0.206 -0.053 -0.420
H 19.1177 -11.5669 -21.1886 -0.010 -2.251 -0.197
C 23.8342 -14.5393 -20.3904 -1.728 -0.795 -0.125
C 22.9027 -13.4265 -20.8738 0.091 0.309 3.980
C 21.9462 -12.8971 -19.7282 1.674 -2.667 -0.261
O 23.7255 -12.3366 -21.2132 0.643 0.316 -1.011
H 24.3017 -14.3307 -19.4281 0.445 0.431 -0.324
H 24.4908 -14.8658 -21.1969 0.316 0.210 0.281
H 23.1903 -15.3854 -20.1506 -0.025 -0.386 -0.070
H 22.2536 -13.7320 -21.6944 1.324 -0.729 2.020
H 21.5503 -11.8837 -19.7947 0.954 -2.427 -0.139
H 22.5373 -12.7739 -18.8208 0.312 -0.234 0.225
H 21.2405 -13.6931 -19.4903 0.229 0.361 -0.124
H 24.1111 -11.9706 -20.4138 0.099 -0.230 0.309
C 22.9100 -11.4868 -23.4764 -0.077 2.038 2.141
C 21.7824 -12.4775 -23.2741 -0.131 1.592 -2.123
C 20.4362 -11.9862 -22.6891 2.143 -0.836 -0.804
O 21.6809 -12.7644 -24.6730 -1.853 -2.279 -0.764
H 22.5856 -10.7297 -24.1902 -0.203 0.058 -0.178
H 23.8562 -11.8728 -23.8557 -0.276 -0.379 0.349
H 23.0416 -10.9558 -22.5336 0.773 0.387 -0.828
H 22.0436 -13.3469 -22.6708 -0.319 0.808 -3.160
H 19.7171 -12.7955 -22.8162 0.912 0.085 -0.095
H 19.9597 -11.1068 -23.1225 2.035 -1.375 -0.376
H 20.4795 -11.7399 -21.6282 1.234 -1.201 -1.876
H 21.2804 -11.9868 -25.0686 -0.028 -0.042 -0.153
C 19.5835 -9.0504 -24.1719 -0.492 1.637 -0.504
C 18.4455 -9.7380 -23.3816 0.077 -0.629 -1.376
C 17.9734 -11.0789 -23.9592 -0.620 0.080 -0.565
O 19.0500 -9.9902 -22.1250 -5.406 3.724 -2.746
H 19.3503 -8.5499 -25.1117 -0.911 -0.241 -0.009
H 20.5091 -9.5535 -24.4513 -0.244 -0.751 0.626
H 19.8598 -8.2144 -23.5293 0.172 0.203 -0.304
H 17.5912 -9.0911 -23.1816 0.138 0.367 -0.526
H 17.0484 -11.4020 -23.4817 0.215 0.202 -0.152
H 18.7466 -11.8208 -23.7597 -1.198 0.181 -0.779
H 17.7811 -11.0372 -25.0313 0.087 0.292 -0.085
H 18.4244 -10.4712 -21.5782 -1.866 0.031 -0.803
```
Positions in Å, forces in eV/Å.

***

Record 3
Molecular formula: C22H54Cl8N2O6
Method: DFT, wB97M-V/def2-TZVPD

For the HOMO-LUMO gap, the calculation gives 8.998 eV. As for the energy above the lowest of the compared OMol25 structures with the same formula, charge and spin: 0.0 kJ/mol. The calculation puts the HOMO energy at -8.7 eV. For the total energy, the calculation gives -139130.0537 eV. As for the SMILES: COCCNCCOC.COCCNCCOC.ClCCCl.ClCCCl.ClCCCl.ClCCCl.CO.CO. The net charge is 0.

Structure (XYZ):
```
92
Properties=species:S:1:pos:R:3:forces:R:3
Cl 15.1515 21.0032 2.2821 -0.141 0.053 -0.121
C 14.3121 20.0926 3.5767 0.420 0.810 0.524
C 12.9743 19.6410 3.1037 -0.011 -0.722 -1.496
Cl 12.2651 18.4392 4.1746 -0.460 -0.238 0.675
H 14.2073 20.7840 4.4128 0.273 -0.207 0.111
H 14.9772 19.2628 3.8157 -0.315 0.072 0.128
H 13.1506 19.0753 2.1889 -0.232 0.242 -0.211
H 12.2323 20.4141 2.9040 0.322 0.106 0.209
Cl 14.5874 18.4259 6.5153 0.170 0.141 0.025
C 16.2334 18.7453 7.1493 0.080 0.234 -0.173
C 17.2561 18.5009 6.0544 0.378 -0.519 0.231
Cl 18.9500 18.6450 6.7029 -0.517 0.242 0.006
H 16.3143 18.0817 8.0102 0.442 0.275 -0.094
H 16.2857 19.8015 7.4135 -0.203 -0.199 0.369
H 17.1840 19.2431 5.2594 -0.128 -0.172 0.038
H 17.1974 17.4770 5.6854 -0.088 0.186 -0.166
Cl 16.7491 22.3336 5.1392 -0.241 -0.597 0.074
C 17.6585 22.5350 6.6620 -0.644 -0.301 -0.058
C 19.0607 22.9581 6.3370 -0.303 -0.192 0.461
Cl 18.9894 24.4824 5.4198 0.622 0.052 0.311
H 17.6772 21.6097 7.2379 0.041 -0.271 -0.323
H 17.0577 23.2220 7.2579 0.424 0.357 -0.107
H 19.5744 22.1912 5.7573 -0.147 0.188 -0.196
H 19.5779 23.0231 7.2943 0.286 0.639 -0.150
Cl 22.5523 15.3543 8.3962 -0.008 -0.352 0.077
C 20.9845 14.8126 9.1007 0.963 0.706 0.673
C 19.8862 15.6645 8.5103 -0.378 -1.317 0.316
Cl 19.4607 15.0574 6.8710 0.049 0.444 0.246
H 21.0527 15.0254 10.1676 0.033 0.330 0.032
H 20.9471 13.7234 9.0811 -0.436 0.185 -0.780
H 20.1544 16.7210 8.5172 -0.023 -0.225 -0.341
H 19.0133 15.5051 9.1434 -0.208 0.182 -0.202
C 14.4973 18.0099 10.6215 -0.460 -0.003 0.449
O 15.1283 19.2537 10.8136 0.215 0.851 -0.740
H 14.8665 17.5007 9.7313 0.683 -0.086 0.414
H 14.6471 17.5273 11.5873 -0.224 -1.167 -0.488
H 13.4349 18.0869 10.3905 -0.307 0.269 0.303
H 14.7306 19.6464 11.5941 0.064 0.136 -0.021
C 13.9994 22.0335 8.2975 -0.849 1.358 -0.205
O 13.9856 23.0410 7.2416 0.278 -1.222 -0.166
H 13.3714 22.5446 9.0271 0.570 -0.607 1.058
H 13.4566 21.1116 8.0886 0.092 0.178 -0.871
H 15.0152 21.7673 8.5899 -0.060 0.202 0.340
H 14.1461 23.8721 7.6944 -0.012 0.045 -0.131
C 8.4757 12.7823 4.4381 0.411 -0.975 0.101
O 8.3504 13.7506 5.4388 0.346 1.333 0.144
C 7.9265 15.0324 4.9758 -0.726 0.302 -0.595
C 7.8434 16.1186 6.0884 -0.644 -0.496 -0.524
N 8.9088 16.1499 7.0654 0.878 -0.464 -0.713
C 10.1697 16.4993 6.3646 0.571 -0.240 1.330
C 11.4260 16.4242 7.2613 -0.428 -0.841 0.820
O 11.7357 15.1064 7.7821 0.221 0.059 0.125
C 12.9022 15.0328 8.6438 -0.578 0.139 -1.068
H 9.2021 12.0295 4.7441 0.097 0.046 0.528
H 8.9080 13.1203 3.4963 -0.483 0.544 -0.193
H 7.5510 12.2188 4.3135 -0.304 0.275 -0.420
H 6.9364 14.9599 4.5258 -0.671 -0.257 0.374
H 8.4276 15.3894 4.0761 1.240 -0.189 0.150
H 6.8579 15.9812 6.5334 0.184 -0.080 0.642
H 7.7781 17.1101 5.6404 0.075 -0.028 -0.422
H 9.0160 15.1839 7.3402 0.157 -0.262 0.530
H 10.0986 17.5602 6.1246 0.033 0.042 -0.373
H 10.3667 15.9133 5.4669 -0.192 -0.098 -0.250
H 11.2206 17.0345 8.1408 0.259 0.550 -0.044
H 12.2774 16.7694 6.6748 0.121 0.277 0.103
H 12.7590 15.3502 9.6766 -0.563 0.224 0.063
H 13.7143 15.6341 8.2349 0.140 0.090 -0.187
H 13.2288 13.9933 8.6712 -0.170 0.016 -0.159
C 16.9991 14.9991 4.0620 0.554 -0.019 0.276
O 15.6801 14.6579 3.7633 0.181 0.281 -0.619
C 14.7189 15.5807 4.2284 -0.690 -1.295 0.493
C 13.3866 15.1452 3.6504 -0.544 0.262 0.047
N 13.1339 13.7223 3.7295 -0.758 -1.106 -1.076
C 11.9494 13.3087 2.9392 -0.673 -0.257 0.658
C 11.7374 11.7934 2.8898 -0.337 0.528 -0.242
O 12.6514 11.1545 2.0024 0.788 -0.251 1.269
C 12.5413 9.7437 2.2011 -0.142 0.333 -1.820
H 17.2972 15.9527 3.6263 -0.083 0.302 -0.067
H 17.6980 14.2552 3.6796 -0.327 -0.197 -0.219
H 17.1771 15.0273 5.1370 -0.113 0.176 0.298
H 14.9053 16.6345 4.0218 0.338 0.048 -0.361
H 14.6209 15.4754 5.3089 0.282 0.085 0.404
H 13.2526 15.5497 2.6472 0.128 -0.001 -0.445
H 12.6068 15.6048 4.2577 -0.089 0.272 0.010
H 13.8664 13.1557 3.3262 0.692 0.368 0.148
H 11.8322 13.6832 1.9223 0.902 0.215 -0.493
H 11.0462 13.7330 3.3777 -0.062 -0.013 0.595
H 10.7400 11.5436 2.5280 -0.462 0.434 -0.422
H 11.6678 11.3767 3.8945 0.955 -0.162 0.310
H 13.0283 9.1968 1.3937 0.442 0.462 -0.249
H 11.4912 9.5754 1.9622 -0.323 -0.884 1.040
H 13.0020 9.3386 3.1021 -0.647 0.365 0.475
```
Positions in Å, forces in eV/Å.

***

Record 4
Molecular formula: C2H3NO2
Method: DFT, wB97M-V/def2-TZVPD

For the HOMO-LUMO gap (spin up / spin down), the calculation gives 9.393 / 9.392 eV. As for the energy above the lowest of the compared OMol25 structures with the same formula, charge and spin: 645.8 kJ/mol. The calculation puts the HOMO energy (spin up / spin down) at -8.9 / -8.9 eV. For the total energy, the calculation gives -7701.1493 eV. The net charge is 0.

Structure (XYZ):
```
8
Properties=species:S:1:pos:R:3:forces:R:3
C 0.8564 -0.3699 0.3890 -4.218 2.697 -1.389
C 0.3035 0.4959 -0.7322 -0.131 -2.826 0.868
N -1.1867 -0.0699 0.7787 2.098 -1.381 -0.196
O 1.1068 0.9633 0.3581 0.564 -0.208 0.402
O -1.0064 0.4737 -0.5734 -1.943 0.679 0.455
H 1.2490 -1.1957 0.9108 1.103 -0.464 0.402
H 0.4591 0.6511 -1.7833 1.460 0.299 -0.116
H -1.7817 -0.9484 0.6523 1.067 1.204 -0.426
```
Positions in Å, forces in eV/Å.